[1]
A molecular structure, C16H18FeIN2O2S, computed with ωB97M-V/def2-TZVPD.

Output
HOMO level (alpha / beta) (eV): -15.212 / -15.041
Gap between HOMO and LUMO (alpha / beta) (Eh): 0.2411 / 0.2159
Spin multiplicity: 2
Net charge: +2

Element x y z (Å)
Fe1 0.26 0.06 0.06
C1 0.50 -4.01 -1.81
C2 -0.43 -3.83 -0.66
N1 -1.04 -4.91 -0.15
C3 -1.90 -4.74 0.84
C4 -2.27 -3.50 1.42
C5 -3.25 -3.47 2.55
O1 -4.22 -2.45 2.38
C6 -1.62 -2.39 0.91
C7 -1.93 -1.05 1.37
N2 -1.23 0.01 1.13
C8 -1.73 1.25 1.73
C9 -2.33 1.27 2.98
C10 -2.79 2.47 3.50
C11 -2.64 3.65 2.79
C12 -2.02 3.65 1.55
C13 -1.57 2.44 1.04
I1 -0.63 2.38 -0.77
C14 -0.68 -2.56 -0.11
O2 -0.02 -1.52 -0.58
H1 0.74 -5.06 -1.92
H2 1.40 -3.41 -1.69
H3 0.02 -3.67 -2.73
H4 -2.35 -5.64 1.23
H5 -2.73 -3.26 3.49
H6 -3.71 -4.45 2.67
H7 -5.02 -2.82 1.98
H8 -2.85 -0.95 1.94
H9 -2.42 0.36 3.56
H10 -3.25 2.47 4.48
H11 -3.00 4.58 3.21
H12 -1.89 4.57 1.01
C15 2.71 1.01 2.47
S1 2.02 -0.23 1.37
C16 2.39 -1.84 2.06
H13 2.34 0.88 3.48
H14 2.43 1.99 2.09
H15 3.79 0.90 2.43
H16 3.47 -1.97 2.01
H17 1.90 -2.58 1.44
H18 2.03 -1.91 3.08


[2]
7 unconnected molecules or ions with the total composition C39H41BBrClI2N7O5P, computed with ωB97M-V/def2-TZVPD.

Output
HOMO level (eV): -9.093
Gap between HOMO and LUMO (Eh): 0.3174
Spin multiplicity: 1
SMILES string: CB(O)[C@@H]1[C@@](Br)(OC#N)OC(=O)[C@@]1([C@@H](I)[C@H](C)I)P(O)Cl.c1ccncc1.c1ccncc1.c1ccncc1.c1ccncc1.c1ccncc1.c1ccncc1
Net charge: 0

Element x y z (Å)
C1 0.94 -0.09 0.58
B1 0.61 -1.40 1.47
O1 1.00 -1.35 2.89
C2 -0.07 -2.79 0.96
C3 -0.22 -3.11 -0.59
Br1 -0.95 -1.75 -1.84
O2 0.86 -3.78 -1.30
C4 0.40 -3.90 -2.66
N1 0.18 -4.32 -3.76
O3 -1.27 -4.16 -0.56
C5 -1.58 -4.65 0.77
O4 -1.81 -5.82 1.14
C6 -1.46 -3.28 1.67
C7 -2.81 -2.46 1.36
I1 -4.47 -3.74 0.63
C8 -3.38 -1.61 2.60
C9 -4.98 -1.28 2.48
I2 -2.43 0.38 2.79
P1 -1.26 -4.06 3.42
O5 -1.00 -2.81 4.59
Cl1 0.49 -5.24 3.51
H1 -0.04 0.44 0.34
H2 1.72 0.58 1.11
H3 1.44 -0.43 -0.40
H4 1.90 -1.77 2.88
H5 0.72 -3.57 1.29
H6 -2.62 -1.72 0.50
H7 -3.25 -2.10 3.62
H8 -5.12 -0.36 3.18
H9 -5.28 -0.92 1.44
H10 -5.63 -2.10 2.92
H11 -1.13 -1.93 4.17
C10 -9.36 1.21 5.56
C11 -8.82 -0.07 5.59
C12 -7.45 -0.21 5.48
N2 -6.60 0.82 5.33
C13 -7.14 2.05 5.30
C14 -8.50 2.29 5.41
H12 -10.43 1.36 5.65
H13 -9.46 -0.94 5.71
H14 -6.98 -1.19 5.50
H15 -6.44 2.86 5.18
H16 -8.89 3.31 5.38
C15 -4.35 5.31 3.12
C16 -3.81 4.03 3.15
C17 -2.44 3.89 3.04
N3 -1.59 4.92 2.89
C18 -2.14 6.15 2.86
C19 -3.50 6.39 2.97
H17 -5.42 5.46 3.21
H18 -4.45 3.16 3.27
H19 -1.97 2.91 3.06
H20 -1.43 6.97 2.74
H21 -3.88 7.41 2.94
C20 3.95 -3.47 -5.87
C21 2.86 -3.24 -5.05
C22 2.49 -1.92 -4.81
N4 3.13 -0.86 -5.32
C23 4.19 -1.11 -6.10
C24 4.64 -2.39 -6.41
H22 4.27 -4.49 -6.08
H23 2.30 -4.05 -4.61
H24 1.63 -1.69 -4.18
H25 4.70 -0.24 -6.50
H26 5.50 -2.54 -7.05
C25 9.51 1.45 -7.41
C26 9.02 2.56 -6.74
C27 7.65 2.68 -6.57
N5 6.76 1.78 -7.02
C28 7.26 0.71 -7.67
C29 8.61 0.50 -7.89
H27 10.57 1.32 -7.56
H28 9.69 3.32 -6.36
H29 7.22 3.53 -6.05
H30 6.52 0.00 -8.03
H31 8.96 -0.38 -8.41
C30 6.35 -9.42 -5.66
C31 6.17 -8.72 -4.48
C32 5.56 -7.47 -4.54
N6 5.14 -6.90 -5.68
C33 5.32 -7.60 -6.81
C34 5.92 -8.85 -6.85
H32 6.82 -10.39 -5.66
H33 6.50 -9.13 -3.53
H34 5.40 -6.89 -3.64
H35 4.97 -7.12 -7.71
H36 6.04 -9.37 -7.80
C35 -2.37 10.35 7.28
C36 -1.56 9.38 6.69
C37 -2.04 8.73 5.57
N7 -3.24 8.97 5.02
C38 -4.00 9.91 5.61
C39 -3.61 10.62 6.73
H37 -2.02 10.89 8.16
H38 -0.59 9.15 7.10
H39 -1.45 7.96 5.08
H40 -4.97 10.08 5.14
H41 -4.26 11.37 7.16


[3]
10 unconnected molecules or ions with the total composition C20H60O10S10, computed with ωB97M-V/def2-TZVPD.

Output
HOMO level (eV): -8.502
Gap between HOMO and LUMO (Eh): 0.3041
Spin multiplicity: 1
Net charge: 0

Element x y z (Å)
C1 4.81 -0.38 -1.44
S1 3.91 -1.31 -0.18
O1 3.07 -0.31 0.52
C2 5.37 -1.68 0.80
H1 4.06 0.06 -2.10
H2 5.48 -1.00 -2.03
H3 5.32 0.44 -0.94
H4 5.85 -2.55 0.36
H5 5.08 -1.90 1.83
H6 6.07 -0.84 0.77
C3 1.26 1.81 2.11
S2 2.03 2.86 3.32
O2 1.25 4.11 3.40
C4 1.55 1.87 4.73
H7 1.68 0.80 2.09
H8 1.51 2.21 1.12
H9 0.17 1.75 2.20
H10 2.02 0.89 4.63
H11 0.47 1.71 4.73
H12 1.86 2.35 5.65
C5 -5.48 -0.70 -0.33
S3 -6.23 0.16 1.05
O3 -6.34 -0.79 2.18
C6 -4.79 1.21 1.36
H13 -6.29 -1.19 -0.87
H14 -4.79 -1.48 0.01
H15 -5.00 0.00 -1.01
H16 -4.80 1.94 0.54
H17 -3.88 0.62 1.22
H18 -4.84 1.73 2.31
C7 2.70 2.23 -1.92
S4 1.69 3.71 -1.83
O4 2.25 4.54 -0.75
C8 2.18 4.37 -3.42
H19 2.86 1.93 -0.88
H20 3.68 2.42 -2.36
H21 2.13 1.45 -2.42
H22 3.07 4.99 -3.38
H23 1.35 4.95 -3.82
H24 2.30 3.54 -4.12
C9 -2.66 -1.85 5.26
S5 -3.29 -0.77 3.97
O5 -4.28 0.11 4.64
C10 -1.77 0.17 3.84
H25 -2.56 -1.24 6.16
H26 -1.64 -2.21 5.08
H27 -3.32 -2.70 5.43
H28 -1.50 0.52 4.84
H29 -1.90 0.99 3.13
H30 -0.98 -0.47 3.44
C11 -1.18 5.01 -5.20
S6 -0.35 3.67 -6.06
O6 -0.63 3.86 -7.50
C12 -1.48 2.41 -5.45
H31 -2.14 5.09 -5.72
H32 -0.64 5.95 -5.33
H33 -1.33 4.79 -4.15
H34 -1.22 1.41 -5.79
H35 -2.48 2.67 -5.81
H36 -1.44 2.44 -4.36
C13 -3.69 -5.78 2.41
S7 -2.43 -4.58 2.86
O7 -1.14 -5.21 2.51
C14 -2.81 -3.48 1.50
H37 -3.55 -6.08 1.37
H38 -4.69 -5.34 2.49
H39 -3.63 -6.61 3.10
H40 -3.84 -3.14 1.61
H41 -2.62 -3.98 0.55
H42 -2.18 -2.59 1.55
C15 0.38 -0.54 -0.60
S8 -1.39 -0.27 -0.73
O8 -1.87 -0.43 0.69
C16 -1.30 1.49 -1.06
H43 0.70 -1.27 -1.35
H44 0.67 -0.94 0.37
H45 0.92 0.37 -0.86
H46 -0.60 1.99 -0.39
H47 -2.32 1.87 -0.99
H48 -0.99 1.62 -2.10
C17 2.94 -2.43 4.16
S9 2.60 -3.16 2.56
O9 2.62 -4.61 2.81
C18 0.89 -2.63 2.53
H49 3.92 -2.77 4.50
H50 2.22 -2.82 4.87
H51 2.94 -1.34 4.12
H52 0.32 -3.06 1.71
H53 0.85 -1.54 2.53
H54 0.40 -2.97 3.45
C19 2.59 -1.25 -3.96
S10 0.98 -0.76 -4.54
O10 0.62 0.52 -3.86
C20 1.40 -0.25 -6.21
H55 3.35 -0.53 -4.27
H56 2.96 -2.18 -4.41
H57 2.60 -1.35 -2.88
H58 0.49 -0.30 -6.79
H59 2.18 -0.86 -6.66
H60 1.66 0.81 -6.14


Number 1: F_max 1.552 eV/Å, total energy -2839.429721 hartree. Number 2: F_max 5.701 eV/Å, total energy -6265.889325 hartree. Number 3: F_max 1.331 eV/Å, total energy -5531.950132 hartree.